(1)
A molecular structure, C43H104NO19Zn in a non-equilibrium geometry, computed with wB97M-V/def2-TZVPD.

E (Ha): -4964.348062
Relative energy (zero: lowest compared OMol25 entry of this formula, charge and spin) (kJ/mol): 0.0
Kohn-Sham gap (eV): 6.256
Highest occupied orbital energy (eV): -4.574
M (u): 1004.68

Structure (ORCA input):
```
! RIJCOSX wB97M-V def2-TZVPD def2/J DEFGRID3
* xyz -1 1
Zn 2.63834 2.16013 -1.11269
C 1.67759 -2.04336 0.86133
C 0.44200 -1.39747 0.23388
C -0.75430 -1.94863 1.02551
C -2.08226 -1.23928 0.76151
C -1.81206 0.20824 1.10474
C -0.73776 0.88300 0.22177
N 0.46306 0.04824 0.39316
O 1.59804 0.68011 -0.11362
C -0.52986 2.24952 0.86739
C -1.24179 1.06406 -1.21024
C 0.36148 -1.98390 -1.18608
H 1.86247 -1.63631 1.85700
H 2.55009 -1.94241 0.21292
H 1.52224 -3.12261 0.97026
H -0.50065 -1.96886 2.09336
H -0.84161 -3.01253 0.76155
H -2.78537 -1.60807 1.51461
H -2.38182 -1.42329 -0.27065
H -1.51993 0.26017 2.15777
H -2.75084 0.77261 1.03754
H 0.11742 2.17701 1.73996
H -1.47325 2.77777 1.02113
H 0.00478 2.92527 0.19018
H -2.05169 0.43199 -1.58930
H -0.43712 1.04042 -1.94015
H -1.70937 2.05423 -1.24678
H 0.29905 -3.07491 -1.13714
H 1.25146 -1.82744 -1.80125
H -0.47268 -1.62573 -1.79683
C 0.66085 5.17751 -3.19106
C 1.17582 6.13076 -4.11125
C 2.65353 6.11727 -4.48355
O 3.06625 6.87253 -5.35994
C 3.50783 5.18813 -3.81930
C 3.03994 4.28968 -2.88292
C 1.49411 4.21794 -2.63430
O 1.10115 3.24725 -1.91480
O 3.71508 3.48561 -2.16928
O 0.42261 6.93697 -4.66815
H -0.41053 5.07695 -3.06562
H 4.57117 5.14557 -4.02755
C 5.42628 -0.61488 -1.84164
C 5.39378 0.84956 -1.44764
O 4.34408 1.14031 -0.52414
H 4.55071 -0.95572 -2.39728
H 5.49975 -1.21745 -0.93408
H 6.29426 -0.78566 -2.48215
H 5.32686 1.56284 -2.26389
H 6.36110 1.04637 -0.96709
H 4.47859 0.61642 0.27119
C -5.09907 -3.84830 -0.44648
C -4.98484 -5.36619 -0.43503
O -5.95218 -5.93889 -1.33356
H -5.74460 -3.53087 0.36785
H -5.40352 -3.55251 -1.45150
H -4.11535 -3.38502 -0.32896
H -5.13915 -5.68895 0.59710
H -4.01505 -5.69112 -0.82295
H -6.00351 -6.86999 -1.09803
C -2.32150 -1.53360 -4.05385
C -3.17837 -2.72838 -3.67880
O -3.30864 -3.53051 -4.86594
H -2.80251 -1.09177 -4.93089
H -1.25922 -1.72616 -4.16177
H -2.45552 -0.72974 -3.32471
H -4.15276 -2.37012 -3.34445
H -2.62298 -3.36024 -2.97698
H -3.79283 -4.32989 -4.63934
C -3.68802 2.05973 4.04936
C -4.75767 2.61553 3.15355
O -5.39272 3.69606 3.85774
H -3.00359 2.82095 4.41917
H -3.10855 1.29758 3.52415
H -4.14968 1.55709 4.90200
H -5.57359 1.92236 2.91718
H -4.39107 2.88304 2.15475
H -6.04790 4.10661 3.28794
C 1.92126 7.68569 -0.52741
C 0.45363 7.41147 -0.82829
O 0.07031 6.12760 -0.35973
H 2.54051 6.96141 -1.06263
H 2.17922 7.74281 0.52939
H 2.17881 8.66221 -0.95771
H 0.24008 7.60160 -1.88027
H -0.14967 8.14434 -0.28046
H 0.26831 5.47429 -1.06010
C 4.47717 3.48404 2.24081
C 3.97867 4.05642 0.92407
O 2.73450 3.49345 0.50983
H 3.79029 3.80108 3.02858
H 5.50515 3.75643 2.46893
H 4.42103 2.39206 2.20097
H 4.67874 3.90344 0.10386
H 3.84731 5.14108 1.01204
H 2.13254 3.58162 1.26805
C 0.87700 5.33542 4.24790
C -0.00594 5.09787 3.03850
O 0.80219 4.78460 1.91611
H 1.53401 4.46409 4.34407
H 0.33369 5.53598 5.16845
H 1.60992 6.12275 4.04516
H -0.68144 5.93220 2.82857
H -0.65919 4.23010 3.19229
H 0.69989 5.44629 1.20622
C 2.94802 -4.58525 -2.03015
C 4.27760 -4.11244 -1.48383
O 4.84029 -5.18300 -0.68834
H 2.10852 -4.44672 -1.35507
H 3.02498 -5.58993 -2.44365
H 2.72405 -3.97332 -2.91352
H 4.20128 -3.19719 -0.89898
H 4.98847 -4.01977 -2.31068
H 5.49635 -4.82391 -0.08417
C 3.81799 -4.46074 2.74286
C 3.08507 -5.79066 2.92019
O 3.78591 -6.85427 2.27983
H 3.85433 -4.26218 1.67088
H 4.78643 -4.48854 3.24436
H 3.26862 -3.64994 3.22757
H 2.09358 -5.68533 2.46966
H 3.00308 -6.03251 3.97872
H 4.31028 -6.46888 1.56996
C -3.73598 -3.09455 3.63091
C -3.19760 -4.36665 2.99442
O -1.81554 -4.51155 3.36459
H -4.47317 -2.59714 2.98943
H -2.95113 -2.35864 3.81369
H -4.26025 -3.23659 4.57701
H -3.17943 -4.29869 1.90187
H -3.75073 -5.24538 3.31466
H -1.40980 -3.67677 3.11020
C 0.77935 1.07529 -4.49567
C 1.76609 0.30249 -3.62120
O 2.81849 1.11189 -3.10928
H 0.15896 1.66925 -3.82373
H 0.11907 0.30785 -4.91612
H 1.17790 1.69041 -5.29786
H 2.15431 -0.53529 -4.21273
H 1.24817 -0.08276 -2.74866
H 3.52984 1.16066 -3.75279
C -5.14236 1.57508 -0.44633
C -5.64685 0.15900 -0.17204
O -5.83634 -0.13377 1.23190
H -5.86034 2.24393 0.03043
H -5.27130 1.65435 -1.52945
H -4.12458 1.79407 -0.14141
H -4.96957 -0.64847 -0.46576
H -6.60788 0.06966 -0.67979
H -5.10157 -0.68416 1.51283
C 0.08988 1.42757 4.68749
C 0.93140 0.27380 4.17057
O 1.80000 0.67027 3.13205
H -0.42040 1.94421 3.87010
H 0.76896 2.23777 4.99119
H -0.57321 1.20922 5.52169
H 0.24104 -0.51713 3.83464
H 1.53066 -0.20684 4.94853
H 1.36043 0.49870 2.28219
C -0.77541 -5.86739 -1.29018
C -1.41516 -6.33978 -2.58867
O -0.87639 -7.62411 -2.93352
H 0.27653 -5.73537 -1.52757
H -0.99502 -6.54970 -0.47279
H -1.18273 -4.87561 -1.07521
H -1.06304 -5.63953 -3.35794
H -2.50756 -6.36881 -2.62044
H -0.91502 -7.71923 -3.88811
*
```

***

(2)
16 unconnected molecules or ions with the total composition C43H105FN14O15 in a non-equilibrium geometry, computed with wB97M-V/def2-TZVPD.

E (Ha): -3696.554399
Kohn-Sham gap (alpha / beta) (eV): 7.908 / 7.656
Highest occupied orbital energy (alpha / beta) (eV): -6.375 / -6.368
M (u): 1077.39

Structure (ORCA input):
```
! RIJCOSX wB97M-V def2-TZVPD def2/J DEFGRID3
* xyz -1 2
C -15.95845 -9.08821 9.81132
C -15.50548 -7.90001 8.89851
N -16.41522 -7.27961 7.76898
C -17.64630 -6.50105 8.20104
C -15.39160 -6.44759 6.93812
C -14.92666 -5.16145 7.55087
C -16.88262 -8.50907 6.93979
C -15.78780 -9.59346 6.46698
O -15.00531 -9.10027 5.39050
C -15.69540 -9.00269 4.16396
H -17.03817 -9.10489 9.95978
H -15.52599 -9.07145 10.81173
H -15.67777 -10.02714 9.33410
H -14.63507 -8.24957 8.34327
H -15.19226 -6.96714 9.36728
H -18.24511 -6.35005 7.30285
H -17.21275 -5.61433 8.66351
H -18.13543 -7.19496 8.88465
H -15.97513 -6.21832 6.04646
H -14.66646 -7.12375 6.48524
H -15.70798 -4.40547 7.62924
H -14.23921 -4.88339 6.75201
H -14.30562 -5.10669 8.44496
H -17.56062 -8.23895 6.13020
H -17.52205 -9.04205 7.64348
H -16.20718 -10.53621 6.11564
H -15.10193 -10.07495 7.16400
H -16.19082 -9.96208 4.01485
H -15.08093 -8.71048 3.31241
H -16.46680 -8.23328 4.13157
F -20.13498 -8.82442 8.04676
C -20.20201 -7.37004 4.71499
O -20.39342 -6.42088 5.48525
O -20.95758 -8.34913 4.90679
O -19.18487 -7.46917 3.93374
C -15.90050 -15.97047 8.78267
C -14.64974 -15.69607 7.88650
N -14.70808 -14.43611 7.10017
C -15.85868 -14.31000 6.20006
C -15.74326 -15.32565 5.07122
C -13.48204 -13.99560 6.45701
C -13.43882 -12.53397 6.01362
H -16.32601 -15.05463 9.19289
H -15.70725 -16.76616 9.50215
H -16.66603 -16.33661 8.09856
H -13.75410 -15.56958 8.49472
H -14.49362 -16.51797 7.18778
H -16.74771 -14.38290 6.82649
H -15.86176 -13.30294 5.78306
H -16.68117 -15.37346 4.51792
H -15.24325 -14.90464 4.19897
H -15.30503 -16.31474 5.20446
H -13.19207 -14.63436 5.62274
H -12.74203 -14.03619 7.25628
H -14.04357 -12.34684 5.12629
H -12.42880 -12.18996 5.79093
H -13.89831 -11.90325 6.77465
C -12.21012 -0.78611 8.59773
C -10.95447 -1.73435 8.42853
N -10.78712 -2.19506 7.03225
C -11.81750 -3.04701 6.58252
C -11.43077 -4.13769 5.55297
C -10.41746 -1.15218 6.05824
C -9.22236 -0.40185 6.58074
H -12.22539 -0.17330 9.49903
H -13.14475 -1.34022 8.51105
H -12.32418 -0.12207 7.74091
H -10.06291 -1.18956 8.73904
H -11.12911 -2.63099 9.02321
H -12.25562 -3.70536 7.33267
H -12.66816 -2.42043 6.31444
H -12.30623 -4.73068 5.28833
H -11.04677 -3.62812 4.66925
H -10.63751 -4.78279 5.93069
H -11.24088 -0.44185 5.98409
H -10.11749 -1.58060 5.10191
H -8.90174 0.22300 5.74717
H -8.41384 -1.06150 6.89580
H -9.36465 0.27163 7.42589
O -18.14553 -11.73244 11.47210
C -18.40929 -11.60054 10.27054
N -19.56504 -11.03485 9.89093
C -17.45177 -12.02235 9.19860
H -19.63149 -10.58971 8.98675
H -20.25254 -10.65011 10.52293
H -17.24995 -11.30612 8.40213
H -17.74782 -12.94846 8.70587
H -16.45375 -12.26426 9.56403
O -19.50172 -8.95712 -0.32245
C -19.01026 -8.92190 0.76009
N -19.71290 -8.99349 1.85706
C -17.45539 -8.63579 0.80021
H -20.68304 -8.90118 1.59173
H -19.47385 -8.43214 2.66195
H -16.96727 -8.77767 -0.16400
H -17.10599 -9.46596 1.41409
H -17.20849 -7.74613 1.37956
O -21.66664 -5.99796 8.71529
C -21.56296 -6.33025 9.84185
N -20.76242 -7.29930 10.26636
C -22.26294 -5.65159 10.94190
H -20.39215 -7.88133 9.52863
H -20.59867 -7.56650 11.22651
H -22.56218 -6.35555 11.71844
H -23.17124 -5.16392 10.58797
H -21.65701 -4.83004 11.32399
O -14.20187 -4.61438 3.04392
C -15.30127 -4.40547 3.51847
N -15.41334 -3.79241 4.68016
C -16.58850 -5.05136 3.02589
H -14.52212 -3.45636 5.01618
H -16.23910 -3.33375 5.03772
H -17.25300 -4.29413 2.60981
H -16.92258 -5.64555 3.87643
H -16.33348 -5.66739 2.16358
O -13.25314 -10.71456 10.11745
C -13.67789 -10.97786 11.21417
N -14.36126 -12.12630 11.43857
C -13.27312 -10.15383 12.41369
H -14.77056 -12.70490 10.71899
H -14.34368 -12.52001 12.36852
H -14.10609 -9.50770 12.69077
H -12.45406 -9.49052 12.13572
H -12.83157 -10.81987 13.15498
O -16.17359 -7.33790 13.83439
C -16.55569 -6.71952 12.89106
N -15.78777 -6.37226 11.88078
C -17.99089 -6.15653 12.87210
H -14.82086 -6.59805 12.06566
H -16.00650 -5.59771 11.27059
H -18.33748 -6.36996 11.86095
H -17.90954 -5.07064 12.92033
H -18.64304 -6.50496 13.67298
O -19.32302 -12.28571 6.23566
C -19.02541 -11.52023 5.31864
N -19.17358 -10.23669 5.52094
C -18.45918 -11.97379 3.94345
H -19.55962 -10.10210 6.44450
H -19.61375 -9.64391 4.83177
H -19.05579 -12.65919 3.34147
H -17.63647 -12.64461 4.19094
H -18.05139 -11.12336 3.39703
O -16.83656 -4.12784 10.44526
C -16.34001 -3.17172 10.98006
N -17.10573 -2.21635 11.40458
C -14.81889 -2.82673 10.94454
H -18.11103 -2.31043 11.42914
H -16.72107 -1.37137 11.80227
H -14.18710 -3.23104 11.73542
H -14.88462 -1.74036 10.88479
H -14.35652 -3.19066 10.02701
O -12.56044 -8.16874 2.98909
C -11.39345 -7.76571 2.84585
N -10.39254 -8.21516 3.56951
C -10.94429 -6.72615 1.82147
H -10.67134 -8.97703 4.17112
H -9.46096 -7.83414 3.48537
H -11.64611 -5.89574 1.89868
H -11.10745 -7.13289 0.82345
H -9.93092 -6.33518 1.91264
O -11.69925 -6.24717 8.21551
C -11.55130 -7.47432 8.47786
N -11.73090 -7.95888 9.67663
C -11.37950 -8.52158 7.39943
H -11.67289 -8.95003 9.86198
H -12.08895 -7.37148 10.41614
H -10.83886 -8.16863 6.52123
H -12.42906 -8.77528 7.25062
H -10.89735 -9.44890 7.70878
O -18.05424 -2.30598 6.30819
C -18.98775 -3.01990 6.57492
N -19.65075 -3.60120 5.65900
C -19.36878 -3.32696 7.97565
H -19.27610 -3.60309 4.72106
H -20.24583 -4.38541 5.88481
H -20.27186 -3.93481 8.03093
H -19.54403 -2.40123 8.52375
H -18.56451 -3.84122 8.50173
*
```

***

Which value of M does entry 2 give? 1077.39 u

***

The highest M belongs to which entry? C43H105FN14O15

***

The highest M belongs to which entry? C43H105FN14O15